Entry 1:
A cluster of 2 separate species, C3H3ClN3O2 in total. Source: the Open Molecules 2025 dataset; level of theory: the ωB97M-V functional and the def2-TZVPD basis.

Each line ends with the Löwdin charge.
Geometry (Å):
C: -1.4943 -1.7796 -0.6238  -0.767
C: 1.5305 0.8446 0.9150  -0.082
C: 1.7091 0.6953 -0.3857  -0.654
N: -2.2035 1.3136 0.9685  0.108
N: -1.7997 0.4163 0.4224  -0.300
N: -1.1910 -0.3890 -0.1258  0.109
O: -0.5041 -2.3255 -1.0409  -0.019
O: -2.7042 -2.0720 -0.5671  -0.064
Cl: 2.7745 1.6426 -1.3658  0.543
H: 0.9124 0.0441 1.3058  0.049
H: 1.5719 1.7559 1.4639  0.044
H: 1.3984 -0.1463 -0.9666  0.032

Summary:
Molecular weight, g mol⁻¹: 148.5
HOMO-LUMO gap, eV: 8.09
Highest occupied orbital energy, eV: -4.918
Energy above the lowest of the compared OMol25 structures with the same formula, charge and spin, kcal/mol: 28.7
Net charge: -1


Entry 2:
A structure of composition C17H33ClN5O4Pd. Source: the Open Molecules 2025 dataset; level of theory: the ωB97M-V functional and the def2-TZVPD basis.

Each line ends with the Löwdin charge.
Geometry (Å):
Pd: 0.0948 -0.7062 0.1217  0.877
Cl: 0.1590 -3.2915 0.2251  -0.308
C: 2.8061 0.6192 -3.0836  0.023
C: 1.7192 -0.4425 -2.8079  -0.499
O: 1.0113 -0.3699 -1.7801  -0.108
N: 1.6254 -1.4387 -3.6797  0.039
C: 0.7605 -2.6715 -3.5161  -0.034
H: 3.7055 0.3674 -2.5215  0.087
H: 2.4509 1.6107 -2.8029  0.081
H: 2.9509 0.6147 -4.1639  0.069
H: 2.2653 -1.4517 -4.4610  0.131
H: 0.4745 -2.9335 -4.5348  0.072
H: -0.1254 -2.5324 -2.8965  0.054
H: 1.3255 -3.5303 -3.1536  0.081
C: -2.6150 -1.9545 3.1168  0.022
C: -1.8210 -0.6450 2.9121  -0.443
O: -0.9521 -0.5462 2.0093  -0.099
N: -2.1492 0.3846 3.7148  0.020
C: -1.5382 1.7185 3.6799  -0.046
H: -3.3810 -1.8449 3.8846  0.066
H: -2.0189 -2.8321 3.3670  0.092
H: -3.1979 -2.2110 2.2321  0.063
H: -2.9432 0.2724 4.3288  0.132
H: -2.1374 2.4702 3.1661  0.082
H: -0.5115 1.6806 3.3160  0.068
H: -1.3841 1.9941 4.7232  0.084
C: -3.6315 -2.2609 -0.7635  0.014
C: -2.8163 -1.1711 -1.5029  -0.508
O: -1.8984 -0.6604 -0.8532  -0.080
N: -3.0296 -0.9508 -2.7824  0.027
C: -2.2471 -0.0678 -3.5798  -0.059
H: -2.9494 -3.0658 -0.4899  0.068
H: -4.3767 -2.7683 -1.3762  0.067
H: -4.1385 -1.7489 0.0543  0.076
H: -3.9124 -1.2733 -3.1523  0.147
H: -1.5124 -0.6014 -4.1828  0.082
H: -1.6837 0.7214 -3.0818  0.085
H: -2.9809 0.4266 -4.2163  0.089
C: -1.7855 2.9440 -0.5934  0.025
C: -0.4269 2.5834 0.0397  -0.552
O: -0.0181 1.4487 -0.0405  -0.042
N: 0.2544 3.5323 0.6181  0.025
C: 1.5946 3.4179 1.1289  -0.047
H: -2.2996 3.6539 0.0545  0.077
H: -2.3203 1.9946 -0.5699  0.067
H: -1.6824 3.1906 -1.6502  0.084
H: -0.1636 4.4379 0.4594  0.140
H: 2.1285 2.5707 0.6985  0.090
H: 1.6217 3.2134 2.1992  0.078
H: 2.1381 4.3505 0.9777  0.087
N: 2.0908 -0.5537 1.1842  -0.097
C: 2.2949 -0.0146 2.4413  -0.203
C: 3.5151 -0.1287 3.1350  -0.140
C: 4.6652 -0.5944 2.4842  -0.191
C: 4.5097 -1.0504 1.1622  -0.139
C: 3.2174 -1.0901 0.6203  -0.213
H: 1.4566 0.5050 2.8812  0.052
H: 3.7009 0.2642 4.1237  0.076
H: 5.6468 -0.6344 2.9328  0.066
H: 5.3558 -1.4297 0.6084  0.074
H: 3.1089 -1.5207 -0.3642  0.065

Summary:
Molecular weight, g mol⁻¹: 513.4
HOMO-LUMO gap (spin up / spin down), eV: 2.92 / 7.22
Spin multiplicity: 4
Highest occupied orbital energy (spin up / spin down), eV: -2.708 / -7.009
Energy above the lowest of the compared OMol25 structures with the same formula, charge and spin, kcal/mol: 0.0


Entry 3:
A structure of composition C8H9N2S2. Source: the Open Molecules 2025 dataset; level of theory: the ωB97M-V functional and the def2-TZVPD basis.

Each line ends with the Löwdin charge.
Geometry (Å):
C: 0.0547 1.6037 -0.7806  -0.040
C: 0.7580 2.3858 -1.7034  -0.360
C: -0.7877 0.4887 -0.9935  -0.367
C: -1.0463 -0.4901 0.0064  -0.391
C: -1.4473 0.1408 -2.2346  -0.380
C: 1.2389 -0.7471 0.8894  -0.038
C: -0.7278 -1.6548 2.2431  -0.076
C: -0.2898 -0.5609 1.3216  -0.340
N: -1.7544 -1.5569 -0.3770  -0.310
N: 0.9640 2.0413 -2.9462  -0.538
S: 1.9367 2.8653 -3.9157  0.417
S: -2.2807 -1.2672 -1.8861  0.813
H: 0.2419 1.6592 0.2345  0.066
H: 1.3776 3.1381 -1.1906  0.080
H: 1.8651 -1.0469 1.7759  0.093
H: 1.5423 0.0812 0.2157  0.078
H: 1.1439 -1.6078 0.3798  0.028
H: -0.3406 -2.5060 1.8768  0.035
H: -1.8039 -1.8166 2.1683  0.082
H: -0.4588 -1.5783 3.2333  0.049
H: -0.1858 0.4284 1.6829  0.099

Summary:
Molecular weight, g mol⁻¹: 197.3
HOMO-LUMO gap (spin up / spin down), eV: 6.18 / 6.18
Highest occupied orbital energy (spin up / spin down), eV: -3.961 / -3.960
Energy above the lowest of the compared OMol25 structures with the same formula, charge and spin, kcal/mol: 28.9
Net charge: -1


Entry 4:
A cluster of 3 separate species, C3H12O2S in total. Source: the Open Molecules 2025 dataset; level of theory: the ωB97M-V functional and the def2-TZVPD basis.

Each line ends with the Löwdin charge.
Geometry (Å):
C: 2.1417 -0.5743 2.7507  -0.111
C: 1.7536 0.7094 1.9964  -0.352
C: 0.6821 0.4330 0.9577  -0.616
S: 0.6432 1.6831 -0.3393  0.700
H: 2.7292 -0.3205 3.6299  0.068
H: 2.5916 -1.2667 2.0360  0.075
H: 1.2314 -1.0270 3.1578  0.073
H: 1.4044 1.4695 2.6772  0.098
H: 2.6378 1.1057 1.5063  0.086
H: -0.2818 0.3567 1.4874  0.077
H: 0.8110 -0.5582 0.5351  0.068
H: 0.6188 0.8768 -1.4006  -0.167
O: -3.4179 -0.0264 -5.2449  -0.079
H: -2.5777 -0.2674 -5.6797  0.040
H: -3.5898 0.8681 -5.5896  0.039
O: -2.5613 -1.3706 -0.5062  -0.064
H: -2.9692 -0.5629 -0.8360  0.034
H: -1.8472 -1.5282 -1.1382  0.031

Summary:
Molecular weight, g mol⁻¹: 112.2
HOMO-LUMO gap, eV: 9.45
Highest occupied orbital energy, eV: -9.028
SMILES: CCCS.O.O
Energy above the lowest of the compared OMol25 structures with the same formula, charge and spin, kcal/mol: 12.3


Entry 5:
A cluster of 13 separate species, C6H37NO13 in total. Source: the Open Molecules 2025 dataset; level of theory: the ωB97M-V functional and the def2-TZVPD basis.

Each line ends with the Löwdin charge.
Geometry (Å):
C: -2.0339 0.0740 2.1401  0.024
N: -0.8315 -0.6651 1.7408  0.042
C: -0.3714 -1.5970 2.7956  -0.101
C: 1.1540 -1.4577 2.9285  -0.108
C: 1.4782 -0.1103 2.2600  -0.102
C: 0.2877 0.2387 1.3509  -0.194
C: 0.5981 0.0378 -0.1720  -0.128
O: 0.5468 1.3324 -0.7455  -0.150
H: -2.8263 -0.6277 2.4173  0.118
H: -1.8396 0.7106 3.0153  0.131
H: -2.3625 0.6782 1.2858  0.092
H: -0.6193 -2.6211 2.4794  0.147
H: -0.9141 -1.4262 3.7204  0.140
H: 1.4410 -1.4783 3.9839  0.130
H: 1.6236 -2.2932 2.4140  0.117
H: 1.6847 0.6633 3.0088  0.108
H: 2.4116 -0.1845 1.7114  0.125
H: -0.0383 1.2710 1.4820  0.119
H: -0.1415 -0.5799 -0.6803  0.113
H: 1.6012 -0.3544 -0.3469  0.127
H: 0.3282 1.3042 -1.7595  0.080
H: -1.0804 0.8508 -3.1143  0.029
H: 0.2536 0.1593 -3.4609  0.022
O: -0.1137 1.0492 -3.2353  -0.057
H: -2.7286 2.3467 -0.1360  0.006
H: -4.1665 2.5730 -0.7317  0.074
O: -3.5443 1.8808 -0.4671  -0.087
H: -2.9783 0.9231 -1.8755  0.022
H: -2.5016 -0.5697 -2.2402  0.014
O: -2.6421 0.3331 -2.5976  -0.073
H: 0.5591 -3.7778 -1.6698  0.023
H: 0.7086 -3.1409 -0.2866  0.019
O: 1.2050 -3.6718 -0.9161  -0.069
H: 2.4648 -2.8640 -1.8270  0.028
H: 3.3657 -1.6226 -1.8202  0.057
O: 2.9526 -2.2418 -2.4265  -0.048
H: 1.1709 -1.4838 -4.7882  0.092
H: 1.7357 -1.6198 -3.3498  0.029
O: 0.9066 -1.4056 -3.8668  -0.068
H: -3.2475 -2.5402 -1.1783  0.111
H: -1.9080 -2.0424 -0.5459  0.036
O: -2.3652 -2.1848 -1.3661  -0.020
H: -0.9741 3.3144 1.1403  0.017
H: -0.6191 2.5492 -0.2222  0.019
O: -1.2599 3.1412 0.2174  -0.065
H: 3.0299 3.4329 2.8846  0.086
H: 2.5873 2.7313 1.5317  0.022
O: 2.3970 2.8050 2.5030  -0.074
H: -1.2953 -3.0883 -2.4497  0.012
H: -0.1122 -2.8010 -3.4191  0.025
O: -0.5509 -3.5235 -2.9141  -0.068
H: -0.4958 2.7451 3.4747  0.053
H: 0.7313 3.2074 2.6266  0.018
O: -0.2474 3.3072 2.7343  -0.059
H: 2.7248 3.5017 -0.6427  0.078
H: 2.0302 2.1467 -0.4196  0.018
O: 2.8311 2.6649 -0.1753  -0.048

Summary:
Molecular weight, g mol⁻¹: 331.4
HOMO-LUMO gap (spin up / spin down), eV: 10.50 / 5.92
Spin multiplicity: 2
Highest occupied orbital energy (spin up / spin down), eV: -13.673 / -13.672
Energy above the lowest of the compared OMol25 structures with the same formula, charge and spin, kcal/mol: 0.0
Net charge: +1


Entry 6:
A structure of composition C19H38AlO3P. Source: the Open Molecules 2025 dataset; level of theory: the ωB97M-V functional and the def2-TZVPD basis.

Each line ends with the Löwdin charge.
Geometry (Å):
C: 1.7960 2.3487 -1.5420  -0.101
H: 2.6091 3.0122 -1.2157  0.104
H: 2.1320 1.8553 -2.4681  0.082
H: 1.6361 1.5948 -0.7716  0.009
C: 0.5234 3.1759 -1.7984  -0.320
H: -0.2853 2.5066 -2.0981  0.078
H: 0.2133 3.6377 -0.8576  0.104
C: 0.7193 4.2539 -2.8581  -0.094
H: -0.2102 4.8089 -3.0024  0.083
H: 1.4954 4.9683 -2.5635  0.089
H: 1.0057 3.8183 -3.8205  0.081
C: -0.8842 -2.3215 -0.8721  -0.252
C: -1.5149 -1.4569 -1.8121  -0.217
C: -0.5367 -1.0519 -2.7961  -0.218
C: 0.7126 -1.6821 -2.4486  -0.235
C: 0.4822 -2.4697 -1.2601  -0.242
C: 1.4781 -3.3766 -0.6115  0.018
C: 1.9362 -1.6483 -3.2811  0.015
C: -0.7843 -0.3121 -4.0559  0.018
C: -2.9830 -1.1787 -1.8799  0.022
C: -1.5301 -2.9399 0.3155  0.008
Al: 0.1193 -0.4189 -0.9917  0.610
H: 2.8129 -1.9630 -2.7048  0.097
H: 1.8622 -2.3196 -4.1481  0.124
H: 2.1287 -0.6481 -3.6652  0.091
H: 2.5110 -3.1250 -0.8940  0.097
H: 1.4039 -3.3706 0.4889  0.086
H: 1.2815 -4.4066 -0.9559  0.123
H: -2.3610 -2.3391 0.7010  0.100
H: -1.9246 -3.9165 0.0201  0.122
H: -0.8360 -3.0984 1.1494  0.065
H: -3.2086 -0.3122 -2.5208  0.096
H: -3.4924 -2.0566 -2.3169  0.123
H: -3.4115 -1.0089 -0.8800  0.097
H: 0.0264 0.3837 -4.2671  0.095
H: -0.8673 -0.9809 -4.9258  0.126
H: -1.7161 0.2606 -3.9989  0.097
C: 1.3424 -2.2423 4.6161  -0.049
C: 0.2840 -2.1031 3.5500  -0.226
O: 0.8161 -1.3584 2.3907  -0.272
P: 0.1890 -0.2644 1.2305  0.988
O: 0.9530 0.9981 1.7333  -0.305
C: 1.6500 1.2235 3.0267  -0.179
C: 0.6275 1.6302 4.0307  -0.055
O: -1.4613 0.5029 1.2122  -0.286
C: -1.7261 1.8936 1.6313  -0.271
C: -2.8292 2.6320 0.9229  -0.051
H: 2.2219 -2.7724 4.2485  0.095
H: 0.9418 -2.8008 5.4666  0.105
H: 1.6694 -1.2695 4.9720  0.073
H: -0.0617 -3.1041 3.2165  0.121
H: -0.5772 -1.5354 3.9120  0.119
H: 2.2127 0.3262 3.3214  0.114
H: 2.3608 2.0266 2.7830  0.142
H: -0.0994 0.8380 4.1923  0.077
H: 1.1343 1.8597 4.9711  0.110
H: 0.1072 2.5117 3.6664  0.082
H: -1.9527 1.7845 2.7058  0.122
H: -0.7978 2.4886 1.5653  0.105
H: -3.7818 2.1163 1.0102  0.087
H: -2.9493 3.6218 1.3669  0.102
H: -2.6127 2.7741 -0.1345  0.074

Summary:
Molecular weight, g mol⁻¹: 372.5
HOMO-LUMO gap, eV: 7.73
Highest occupied orbital energy, eV: -16.008
Net charge: +2